C5H7NO | the ωB97M-V functional and the def2-TZVPD basis

Summary:
- HOMO-LUMO gap: 9.7 eV
- E_tot: -324.60505 Ha
- SMILES string: C1=CN2C[C@@H]2OC1
- 2S+1: 1

Cartesian coordinates (Å):
1 C -0.24 0.58 -1.30
2 C -0.29 -0.74 -1.10
3 N 0.18 -1.38 0.07
4 C -0.68 -0.87 1.25
5 C 0.87 -0.49 0.91
6 O 1.39 0.71 0.45
7 C 0.44 1.46 -0.28
8 H -0.70 1.03 -2.18
9 H -0.78 -1.43 -1.78
10 H -0.92 -1.64 1.99
11 H -1.66 -0.54 0.84
12 H 1.69 -0.94 1.50
13 H -0.27 1.86 0.45
14 H 0.98 2.30 -0.75

Results of the natural (NBO) charge analysis, in e, for atoms 1 through 2:
1 C -0.28
2 C -0.02

***

C39H41NO2P2Zn | the ωB97M-V functional and the def2-TZVPD basis

Summary:
- HOMO-LUMO gap (alpha / beta): 6.0 / 5.3 eV
- E_tot: -4177.66733 Ha
- 2S+1: 1

Cartesian coordinates (Å):
1 Zn -0.01 1.00 -1.07
2 C -1.95 0.80 -2.95
3 C -1.87 -0.64 -2.73
4 C -1.05 -1.46 -3.74
5 C 0.31 -0.85 -4.12
6 C 1.01 -0.05 -3.10
7 C 0.88 1.27 -2.77
8 C 0.07 2.23 -3.61
9 C -1.34 1.65 -4.00
10 C 2.22 0.41 2.86
11 H -2.82 1.26 -2.52
12 H -2.82 -1.14 -2.60
13 H -1.61 -1.52 -4.69
14 H -0.95 -2.49 -3.36
15 H 0.96 -1.71 -4.34
16 H 0.26 -0.28 -5.06
17 H 1.97 -0.47 -2.83
18 H 1.73 1.72 -2.26
19 H 0.68 2.37 -4.52
20 H -0.05 3.18 -3.06
21 H -1.99 2.54 -4.15
22 H -1.28 1.13 -4.97
23 H 1.36 1.06 3.06
24 H 3.15 0.86 3.28
25 H 2.01 -0.59 3.28
26 P -1.74 -0.82 -0.76
27 P 2.48 0.19 1.09
28 C -0.13 -1.11 -0.02
29 C 1.13 -0.45 -0.06
30 C -2.58 -2.31 -0.24
31 C -2.67 -3.45 -1.05
32 C -3.34 -4.57 -0.52
33 C -3.83 -4.54 0.80
34 C -3.66 -3.41 1.62
35 C -3.07 -2.27 1.08
36 C -2.72 0.59 -0.16
37 C -2.21 1.91 -0.23
38 C -3.03 2.99 0.08
39 C -4.41 2.81 0.10
40 C -4.97 1.53 0.02
41 C -4.12 0.42 0.00
42 C 3.86 -0.96 1.05
43 C 3.67 -2.26 1.54
44 C 4.75 -3.11 1.69
45 C 6.03 -2.69 1.33
46 C 6.23 -1.40 0.84
47 C 5.15 -0.52 0.70
48 C 2.97 1.81 0.42
49 C 2.61 2.97 1.12
50 C 2.88 4.22 0.56
51 C 3.48 4.33 -0.69
52 C 3.84 3.18 -1.40
53 C 3.59 1.92 -0.84
54 H -0.15 -2.14 0.36
55 H 1.77 -0.75 -0.94
56 H -2.25 -3.46 -2.05
57 H -3.46 -5.46 -1.14
58 H -4.37 -5.41 1.19
59 H -4.01 -3.39 2.66
60 H -2.98 -1.35 1.65
61 H -1.22 2.28 -0.67
62 H -2.52 3.96 0.20
63 H -5.02 3.70 0.19
64 H -6.06 1.39 0.02
65 H -4.55 -0.58 0.03
66 H 2.66 -2.57 1.80
67 H 4.58 -4.11 2.09
68 H 6.88 -3.37 1.44
69 H 7.24 -1.06 0.56
70 H 5.32 0.49 0.33
71 H 2.15 2.89 2.09
72 H 2.65 5.11 1.14
73 H 3.65 5.30 -1.13
74 H 4.33 3.24 -2.37
75 H 3.85 1.02 -1.40
76 O -2.09 2.21 3.05
77 C -1.77 1.07 3.39
78 C -2.14 0.49 4.77
79 C -1.47 -0.85 4.79
80 C -0.87 -0.99 3.37
81 O -0.34 -2.04 2.98
82 N -1.05 0.16 2.63
83 H -1.79 1.15 5.56
84 H -3.23 0.41 4.84
85 H -0.67 -0.91 5.52
86 H -2.16 -1.69 4.97

Results of the Löwdin charge analysis, in e, for atoms 1 through 2:
1 Zn 0.69
2 C -0.16